The following is a quantum chemistry calculation of a 2-piece molecular cluster, C5H6O overall in a non-equilibrium geometry, from OMol25.

The HOMO-LUMO gap comes out at 8.67 eV. For the electronic energy, the calculation gives -7324.1759 eV. Its energy above the lowest of the compared OMol25 structures with the same formula, charge and spin is 117.8 kcal/mol. For the molar mass, the calculation gives 82.10 g/mol. As for the HOMO energy: -8.89 eV. The LUMO energy is -0.21 eV.

The geometry in XYZ format:
```
12
Properties=species:S:1:pos:R:3:forces:R:3
C 0.9216 -1.3116 0.5778 -0.071 -0.715 -1.663
C -0.1578 -0.2804 0.5410 -0.246 0.231 -0.374
C -0.3097 0.0360 -0.9739 -0.120 -0.443 -0.442
O 0.1101 -0.7141 -1.8423 -0.576 0.739 -0.028
C -0.8498 1.3439 -1.1473 -0.089 0.394 0.984
C -0.9069 2.2165 -0.2998 -0.600 1.313 -1.563
H 0.8535 -1.9933 1.4570 -0.059 0.126 -1.109
H 1.9423 -0.9190 0.5107 -0.220 0.167 0.150
H 0.6363 -1.5880 -0.8749 1.171 -0.776 3.676
H -0.1717 0.7632 0.9547 0.836 -1.247 0.359
H -1.1010 -0.7099 0.9106 0.049 -0.008 -0.269
H -0.9670 3.1567 0.1863 -0.075 0.218 0.278
```
Forces are in eV/Å.



The following is a quantum chemistry calculation of one molecule with the formula C5H6O, from OMol25.

The HOMO-LUMO gap comes out at 8.16 eV. For the electronic energy, the calculation gives -7324.4403 eV. Its energy above the lowest of the compared OMol25 structures with the same formula, charge and spin is 111.7 kcal/mol. For the molar mass, the calculation gives 82.10 g/mol. As for the HOMO energy: -8.19 eV. The LUMO energy is -0.03 eV.

The geometry in XYZ format:
```
12
Properties=species:S:1:pos:R:3:forces:R:3
C -2.8833 -0.1667 0.3435 -0.181 0.011 0.024
C -1.4804 0.0314 0.0525 0.235 -0.019 -0.458
C -0.3493 0.1902 -0.3525 -0.593 0.016 -0.295
C 0.9732 0.6514 -0.4658 -0.394 -0.235 -0.015
C 2.7974 -0.0046 0.5373 0.518 0.164 0.297
O 1.8152 -0.3850 -0.4241 -0.422 0.297 0.203
H -3.2891 -0.7491 -0.4893 -0.156 0.031 0.152
H -3.0462 -0.7286 1.2667 0.057 0.059 -0.112
H -3.4084 0.7904 0.3981 -0.026 -0.148 0.043
H 2.5888 1.0517 0.7315 0.542 -0.108 0.302
H 2.5645 -0.6023 1.4231 0.358 0.166 -0.018
H 3.8124 -0.1575 0.1860 0.063 -0.235 -0.123
```
Forces are in eV/Å.



The following is a quantum chemistry calculation of one molecule with the formula C5H6O in a non-equilibrium geometry, from OMol25.

The HOMO-LUMO gap comes out at 9.78 eV. For the electronic energy, the calculation gives -7324.7580 eV. Its energy above the lowest of the compared OMol25 structures with the same formula, charge and spin is 104.4 kcal/mol. For the molar mass, the calculation gives 82.10 g/mol. As for the HOMO energy: -8.84 eV. The LUMO energy is 0.94 eV. As for the SMILES: C#C[C@@H]1O[C@@H]1C.

The geometry in XYZ format:
```
12
Properties=species:S:1:pos:R:3:forces:R:3
C -2.0640 -1.4079 -1.0844 0.073 0.242 -0.152
C -1.6171 -0.4610 -0.4998 -0.192 -0.073 -1.322
C -1.1211 0.5028 0.4038 0.495 -0.390 -0.115
O -0.2016 1.5316 0.2091 0.381 0.537 0.221
C 0.4640 0.3787 0.6478 -0.077 -0.139 0.810
C 1.8238 0.1948 -0.0541 -0.548 -0.186 -0.390
H -2.4488 -2.1918 -1.6742 -0.167 -0.321 -0.123
H -1.9404 0.8504 1.0726 1.063 -0.738 0.488
H 0.5461 0.0167 1.6562 0.120 1.359 1.221
H 1.6792 0.6233 -1.0350 0.433 -0.118 -0.481
H 2.2536 -0.8081 -0.1104 -0.564 -0.126 -0.089
H 2.6263 0.7706 0.4685 -1.016 -0.047 -0.069
```
Forces are in eV/Å.



The following is a quantum chemistry calculation of one molecule with the formula C5H6O in a non-equilibrium geometry, from OMol25.

The HOMO-LUMO gap comes out at 7.96 eV. For the electronic energy, the calculation gives -7325.1408 eV. Its energy above the lowest of the compared OMol25 structures with the same formula, charge and spin is 95.6 kcal/mol. For the molar mass, the calculation gives 82.10 g/mol. As for the HOMO energy: -7.97 eV. The LUMO energy is -0.01 eV.

The geometry in XYZ format:
```
12
Properties=species:S:1:pos:R:3:forces:R:3
C -0.0372 0.6721 1.5400 -0.137 0.236 0.044
C -0.1266 -0.1738 0.3058 -0.139 1.562 -1.490
C 0.6796 -1.2246 -0.0085 -0.828 0.622 0.311
O 0.8973 -1.5966 -1.2219 -1.628 1.435 -0.592
C -0.3409 -0.1351 -2.0559 1.138 -0.977 1.393
C -0.7246 0.6241 -1.0827 1.490 -2.165 2.134
H 0.6307 0.2717 2.3156 -0.200 -0.165 -0.363
H -1.0089 0.8622 2.0041 0.067 0.078 -0.017
H 0.4052 1.6222 1.2241 -0.114 0.118 0.352
H 1.0737 -1.7899 0.8600 0.115 0.116 -0.678
H -0.1855 -0.7231 -2.9213 -0.228 0.333 -0.735
H -1.2629 1.5909 -0.9593 0.465 -1.192 -0.361
```
Forces are in eV/Å.



The following is a quantum chemistry calculation of one molecule with the formula C5H6O, from OMol25.

The HOMO-LUMO gap comes out at 10.66 eV. For the electronic energy, the calculation gives -7326.8935 eV. Its energy above the lowest of the compared OMol25 structures with the same formula, charge and spin is 55.1 kcal/mol. For the molar mass, the calculation gives 82.10 g/mol. As for the HOMO energy: -10.11 eV. The LUMO energy is 0.56 eV. As for the SMILES: CCC#CC=O.

The geometry in XYZ format:
```
12
Properties=species:S:1:pos:R:3:forces:R:3
C -1.5427 0.3167 0.1490 -0.127 0.072 0.037
C -0.7225 -0.9042 -0.2865 -0.099 -0.081 -0.075
C 0.6553 -0.4920 -0.4916 0.372 0.192 0.038
C 1.7276 0.0683 -0.3998 -0.682 -0.241 0.282
C 2.4443 0.6374 0.7305 0.059 0.235 0.211
O 2.0096 1.5852 1.3408 0.506 -0.191 -0.207
H -1.0882 0.7758 1.0317 -0.061 -0.082 -0.131
H -1.5721 1.0762 -0.6364 -0.019 -0.144 0.065
H -2.5624 0.0193 0.4003 0.034 0.037 -0.055
H -1.1279 -1.3891 -1.1767 -0.069 0.008 0.060
H -0.7133 -1.6442 0.5252 -0.037 -0.013 -0.247
H 3.3219 0.0620 1.0652 0.122 0.207 0.023
```
Forces are in eV/Å.



The following is a quantum chemistry calculation of one molecule with the formula C5H6O, from OMol25.

The HOMO-LUMO gap comes out at 9.68 eV. For the electronic energy, the calculation gives -7324.8181 eV. Its energy above the lowest of the compared OMol25 structures with the same formula, charge and spin is 103.0 kcal/mol. For the molar mass, the calculation gives 82.10 g/mol. As for the HOMO energy: -8.76 eV. The LUMO energy is 0.92 eV.

The geometry in XYZ format:
```
12
Properties=species:S:1:pos:R:3:forces:R:3
C 2.8930 -0.1948 -0.5864 -0.467 -0.147 -0.149
C 1.7629 -0.4882 -0.8823 0.523 0.127 0.091
C 0.3487 -0.7926 -1.1318 0.058 -0.050 0.035
C -0.3240 -0.6596 0.2384 -0.293 0.379 -0.410
C -1.7859 0.8178 1.2863 -0.167 0.144 0.262
O -1.1959 0.3017 0.0857 0.449 -0.262 0.095
H 3.9005 0.0493 -0.3278 -0.204 -0.046 -0.081
H 0.2406 -1.8151 -1.5140 0.046 0.104 0.159
H -0.0775 -0.0878 -1.8588 0.095 -0.149 0.040
H -1.2169 0.4475 2.1405 -0.155 0.049 -0.077
H -1.7097 1.9041 1.2012 -0.082 -0.157 0.135
H -2.8357 0.5176 1.3490 0.198 0.008 -0.099
```
Forces are in eV/Å.



The following is a quantum chemistry calculation of one molecule with the formula C5H6O, from OMol25.

The HOMO-LUMO gap (spin up / spin down) comes out at 8.07 / 8.04 eV. For the electronic energy, the calculation gives -7325.2143 eV. Its energy above the lowest of the compared OMol25 structures with the same formula, charge and spin is 93.9 kcal/mol. For the molar mass, the calculation gives 82.10 g/mol. As for the HOMO energy (spin up / spin down): -8.68 / -8.65 eV. The LUMO energy (spin up / spin down) is -0.62 / -0.61 eV. As for the SMILES: O[C@H]1C=C=CC1.

The geometry in XYZ format:
```
12
Properties=species:S:1:pos:R:3:forces:R:3
O 0.6489 0.4848 -1.6008 -0.128 0.162 0.002
C 0.9185 0.0823 -0.2904 0.103 0.152 0.494
C 0.4916 1.1228 0.8494 -0.144 -0.412 -0.320
C -0.8381 1.0081 0.8516 -0.044 -0.075 0.016
C -1.3408 -0.0809 0.2437 -0.068 0.005 0.350
C -0.1567 -1.0396 0.0782 0.018 -0.091 0.131
H -0.3152 0.6171 -1.5962 0.285 0.226 -0.371
H 1.9761 -0.2134 -0.2764 -0.262 0.072 0.194
H 1.0980 1.5480 1.6601 -0.035 -0.306 -0.601
H -2.3112 -0.1903 -0.2354 0.217 0.008 0.052
H 0.1067 -1.5318 1.0171 0.002 0.003 -0.075
H -0.2778 -1.8070 -0.7008 0.056 0.257 0.128
```
Forces are in eV/Å.



The following is a quantum chemistry calculation of one molecule with the formula C5H6O, from OMol25.

The HOMO-LUMO gap comes out at 10.95 eV. For the electronic energy, the calculation gives -7326.5417 eV. Its energy above the lowest of the compared OMol25 structures with the same formula, charge and spin is 63.3 kcal/mol. For the molar mass, the calculation gives 82.10 g/mol. As for the HOMO energy: -9.92 eV. The LUMO energy is 1.03 eV. As for the SMILES: C#CC1COC1.

The geometry in XYZ format:
```
12
Properties=species:S:1:pos:R:3:forces:R:3
C 2.3704 -0.9214 -0.2898 -0.393 0.156 0.110
C 1.3249 -0.4595 0.0899 0.420 -0.157 -0.099
C 0.0617 0.1054 0.5464 0.065 -0.001 0.085
C -1.2343 -0.6211 0.1294 -0.061 -0.433 0.128
O -1.7435 0.5428 -0.5286 -0.086 0.059 -0.048
C -0.5352 1.2682 -0.2758 0.255 0.353 -0.036
H 3.2949 -1.3337 -0.6308 -0.175 0.080 0.068
H 0.1080 0.3196 1.6181 0.003 -0.046 -0.171
H -1.0802 -1.4563 -0.5605 0.003 0.094 0.025
H -1.8788 -0.9435 0.9526 0.052 0.043 -0.067
H -0.7195 2.1914 0.2840 0.019 -0.109 -0.086
H 0.0186 1.4948 -1.1937 -0.104 -0.039 0.093
```
Forces are in eV/Å.